# C7H8Cl2N3

The ion C7H8Cl2N3 with charge +1 at a distorted geometry (ωB97M-V/def2-TZVPD, OMol25).

Results
Total charge: +1
LUMO energy (spin up / spin down) in eV: -6.7106 / -5.6059
Energy relative to the best compared isomer or geometry (same formula, charge and spin) in kcal/mol: 37.8
Frontier orbital gap (spin up / spin down) in eV: 6.0 / 7.7

Each line ends with the natural charge from an NBO analysis.
Element x y z (Å)
C -0.73 -1.35 1.02  0.18
C 0.20 -1.05 -1.50  0.24
C -0.91 1.02 -0.84  0.38
C 1.12 -1.38 -0.32  -0.36
C -2.10 1.00 -0.14  -0.28
C 0.52 -0.91 0.94  0.06
C 1.26 0.00 1.89  -0.67
N -1.77 -1.87 0.86  -0.23
N -0.59 -0.08 -1.60  -0.40
N -0.03 2.12 -0.84  -0.75
Cl 2.66 -0.73 -0.78  0.06
Cl -3.14 -0.30 -0.29  0.34
H 0.26 -1.73 -2.42  0.24
H 1.31 -2.48 -0.51  0.30
H -2.56 1.72 0.48  0.26
H 0.89 -0.14 2.93  0.27
H 1.10 1.05 1.58  0.26
H 2.31 -0.05 1.55  0.27
H -0.29 2.93 -0.35  0.41
H 0.48 2.24 -1.65  0.42

---

# C54H141N11O16

A cluster of 11 separate species, C54H141N11O16 in total at a distorted geometry (ωB97M-V/def2-TZVPD, OMol25).

Results
SMILES: COC[C@H](C)N.COC[C@H](C)N.COC[C@H](C)N.COC[C@H](C)N.COC[C@H](C)N.COC[C@H](C)N.COCCNCCOC.COCCNCCOC.COCCNCCOC.COCCNCCOC.COCCNCCOC
LUMO energy in eV: 0.5083
Energy relative to the best compared isomer or geometry (same formula, charge and spin) in kcal/mol: 47.9
Frontier orbital gap in eV: 8.9

Each line ends with the Löwdin charge.
Element x y z (Å)
C 0.20 1.37 -0.54  -0.11
O 0.80 0.17 -0.12  -0.16
C 0.01 -0.95 -0.43  -0.21
C -1.28 -0.99 0.35  -0.41
C -1.07 -1.06 1.86  -0.03
N -2.22 -2.01 -0.16  0.07
H -0.66 1.55 0.11  0.07
H -0.02 1.37 -1.61  0.09
H 0.88 2.22 -0.42  0.06
H -0.11 -1.15 -1.50  0.09
H 0.50 -1.89 -0.14  0.13
H -1.86 -0.08 0.14  0.10
H -0.28 -1.76 2.14  0.07
H -1.98 -1.27 2.43  0.06
H -0.74 -0.10 2.27  0.08
H -2.38 -1.62 -1.08  0.04
H -3.05 -2.00 0.41  0.04
C 4.73 4.24 2.18  -0.12
O 3.43 3.91 1.79  -0.20
C 2.81 2.88 2.51  -0.20
C 2.57 3.17 3.98  -0.44
C 3.53 2.52 4.96  -0.07
N 1.25 2.70 4.36  0.05
H 5.42 3.39 2.28  0.09
H 4.84 4.83 3.10  0.09
H 5.08 4.85 1.35  0.09
H 1.81 2.66 2.08  0.11
H 3.17 1.88 2.21  0.14
H 2.68 4.26 4.08  0.13
H 4.57 2.84 4.90  0.07
H 3.53 1.43 4.88  0.08
H 3.19 2.72 5.99  0.07
H 0.55 3.15 3.77  0.03
H 0.98 2.96 5.30  0.07
C -1.67 3.92 5.17  -0.11
O -1.30 3.94 3.80  -0.25
C -0.91 5.24 3.31  -0.17
C -1.34 5.37 1.85  -0.43
C -2.81 5.82 1.73  -0.06
N -1.17 4.15 1.06  0.07
H -2.60 4.47 5.28  0.09
H -0.95 4.24 5.93  0.09
H -2.00 2.89 5.31  0.09
H -1.39 6.04 3.89  0.12
H 0.17 5.26 3.50  0.12
H -0.77 6.23 1.47  0.13
H -3.36 4.95 2.11  0.06
H -3.14 5.81 0.69  0.08
H -3.11 6.76 2.18  0.08
H -0.26 3.84 1.39  0.06
H -1.86 3.48 1.38  0.06
C -1.24 -8.91 2.97  -0.12
O -0.63 -7.71 2.56  -0.19
C -1.31 -7.15 1.44  -0.20
C -0.93 -5.66 1.35  -0.42
C -0.94 -4.85 2.68  -0.05
N -1.83 -4.95 0.43  0.04
H -2.22 -8.71 3.41  0.09
H -0.59 -9.39 3.71  0.08
H -1.29 -9.69 2.20  0.08
H -1.04 -7.64 0.50  0.12
H -2.39 -7.20 1.58  0.12
H 0.11 -5.63 1.01  0.13
H -0.46 -3.89 2.51  0.05
H -0.43 -5.37 3.49  0.07
H -1.96 -4.72 3.04  0.08
H -1.64 -5.35 -0.49  0.06
H -1.51 -3.98 0.36  0.02
C 2.60 -2.56 -8.04  -0.10
O 1.46 -2.04 -7.40  -0.21
C 1.70 -1.59 -6.08  -0.20
C 0.33 -1.32 -5.44  -0.43
C -0.47 -0.27 -6.20  -0.04
N 0.33 -1.06 -4.02  0.07
H 3.42 -1.83 -8.00  0.09
H 2.29 -2.84 -9.04  0.09
H 2.91 -3.47 -7.50  0.09
H 2.23 -2.40 -5.57  0.11
H 2.44 -0.77 -6.03  0.12
H -0.17 -2.28 -5.58  0.14
H -1.52 -0.43 -5.95  0.07
H -0.37 -0.54 -7.25  0.08
H -0.24 0.78 -6.01  0.07
H 0.67 -0.13 -3.80  0.06
H 0.76 -1.66 -3.32  0.03
C -6.98 -6.37 0.95  -0.12
O -7.18 -4.98 0.94  -0.18
C -5.96 -4.31 1.21  -0.20
C -6.26 -2.81 1.34  -0.43
C -6.84 -2.25 0.05  -0.05
N -5.07 -2.09 1.79  0.06
H -7.98 -6.83 0.92  0.09
H -6.54 -6.84 1.83  0.09
H -6.53 -6.66 -0.01  0.09
H -5.53 -4.58 2.18  0.13
H -5.26 -4.47 0.38  0.13
H -7.04 -2.73 2.10  0.13
H -6.02 -1.95 -0.63  0.07
H -7.37 -1.31 0.11  0.06
H -7.35 -3.05 -0.48  0.08
H -5.25 -1.13 2.06  0.05
H -4.57 -2.63 2.47  0.06
C -7.29 0.74 2.38  -0.07
O -5.91 0.90 2.72  -0.25
C -5.21 2.12 2.49  -0.20
C -5.07 2.57 1.06  -0.23
N -4.05 1.84 0.29  -0.04
C -3.94 2.32 -1.10  -0.20
C -3.33 1.44 -2.18  -0.23
O -3.95 0.18 -2.12  -0.20
C -3.54 -0.71 -3.17  -0.08
H -7.42 0.95 1.32  0.08
H -7.89 1.35 3.07  0.08
H -7.51 -0.29 2.67  0.08
H -4.20 2.01 2.90  0.12
H -5.69 2.89 3.11  0.12
H -4.83 3.63 1.09  0.10
H -6.03 2.61 0.51  0.11
H -4.45 0.90 0.19  0.10
H -3.34 3.22 -0.92  0.11
H -4.94 2.60 -1.47  0.11
H -2.26 1.44 -1.90  0.10
H -3.40 1.95 -3.14  0.13
H -4.23 -1.53 -2.96  0.09
H -2.52 -1.07 -3.05  0.07
H -3.67 -0.32 -4.18  0.09
C 9.65 -4.94 -2.31  -0.11
O 8.62 -3.96 -2.30  -0.19
C 7.41 -4.41 -2.86  -0.24
C 6.16 -3.81 -2.23  -0.20
N 5.01 -4.06 -3.10  -0.05
C 3.86 -3.37 -2.56  -0.22
C 2.55 -4.08 -2.86  -0.20
O 1.50 -3.29 -2.30  -0.24
C 0.18 -3.80 -2.40  -0.10
H 10.55 -4.53 -1.86  0.08
H 9.82 -5.24 -3.35  0.09
H 9.40 -5.80 -1.68  0.09
H 7.32 -5.50 -2.82  0.12
H 7.38 -4.02 -3.89  0.12
H 6.32 -2.72 -2.19  0.11
H 6.07 -4.20 -1.22  0.13
H 5.15 -3.89 -4.09  0.11
H 3.70 -2.37 -2.99  0.12
H 3.97 -3.09 -1.51  0.13
H 2.54 -5.06 -2.38  0.13
H 2.38 -4.13 -3.94  0.11
H 0.10 -4.81 -2.00  0.08
H -0.21 -3.83 -3.43  0.09
H -0.47 -3.03 -2.00  0.05
C 1.76 9.20 -1.64  -0.13
O 1.72 7.81 -1.78  -0.20
C 2.25 7.07 -0.67  -0.20
C 1.90 5.62 -0.87  -0.21
N 2.35 5.13 -2.17  -0.04
C 1.56 3.98 -2.57  -0.22
C 1.82 3.39 -3.95  -0.22
O 3.18 3.03 -4.03  -0.18
C 3.48 2.23 -5.16  -0.09
H 1.02 9.53 -0.91  0.09
H 1.45 9.62 -2.60  0.09
H 2.72 9.69 -1.44  0.09
H 1.80 7.38 0.28  0.12
H 3.31 7.30 -0.67  0.13
H 0.79 5.58 -0.88  0.11
H 2.24 4.93 -0.09  0.11
H 2.26 5.93 -2.79  0.11
H 0.49 4.17 -2.41  0.12
H 1.75 3.14 -1.90  0.08
H 1.54 4.03 -4.80  0.13
H 1.13 2.53 -4.00  0.10
H 2.72 1.46 -5.36  0.07
H 4.43 1.78 -4.91  0.07
H 3.62 2.80 -6.08  0.09
C 9.31 3.47 -4.27  -0.13
O 9.62 2.70 -5.40  -0.17
C 9.10 1.39 -5.43  -0.22
C 7.58 1.21 -5.33  -0.21
N 7.11 1.46 -3.98  -0.07
C 7.12 0.28 -3.10  -0.19
C 6.12 0.52 -1.97  -0.22
O 4.81 0.29 -2.48  -0.19
C 3.84 0.82 -1.59  -0.11
H 9.38 2.96 -3.30  0.08
H 8.28 3.81 -4.38  0.08
H 9.97 4.32 -4.11  0.08
H 9.63 0.69 -4.78  0.12
H 9.26 1.06 -6.47  0.12
H 7.22 0.22 -5.66  0.11
H 7.06 1.82 -6.08  0.12
H 6.21 1.90 -3.87  0.09
H 8.13 0.22 -2.69  0.11
H 6.93 -0.67 -3.62  0.11
H 6.24 1.46 -1.42  0.13
H 6.31 -0.25 -1.20  0.12
H 3.79 0.24 -0.66  0.09
H 2.86 0.67 -2.05  0.07
H 3.83 1.89 -1.35  0.09
C -8.20 1.01 8.47  -0.10
O -8.43 0.34 7.23  -0.20
C -7.46 0.60 6.26  -0.22
C -6.52 -0.64 6.14  -0.18
N -5.17 -0.30 5.69  -0.07
C -4.41 -1.43 5.21  -0.22
C -3.97 -2.37 6.33  -0.20
O -3.10 -3.38 5.85  -0.18
C -1.74 -3.06 5.83  -0.13
H -8.01 2.07 8.26  0.08
H -7.39 0.56 9.05  0.09
H -9.11 1.01 9.06  0.08
H -6.92 1.54 6.41  0.12
H -8.08 0.76 5.37  0.11
H -6.95 -1.35 5.42  0.11
H -6.54 -1.17 7.10  0.11
H -5.17 0.43 4.99  0.08
H -3.59 -1.11 4.55  0.11
H -5.02 -1.94 4.45  0.10
H -4.88 -2.81 6.74  0.12
H -3.47 -1.83 7.14  0.12
H -1.15 -3.83 5.35  0.07
H -1.29 -2.98 6.83  0.09
H -1.42 -2.15 5.30  0.09

---

# C22H79F9N2O31S

A cluster of 27 separate species, C22H79F9N2O31S in total at a distorted geometry (ωB97M-V/def2-TZVPD, OMol25).

Results
LUMO energy in eV: -0.0977
Frontier orbital gap in eV: 9.3

Each line ends with the Löwdin charge.
Element x y z (Å)
C 2.56 -3.22 3.68  -0.09
C 3.14 -2.04 2.88  -0.24
C 3.19 -2.28 1.37  -0.12
C 2.00 -1.75 0.53  -0.29
C 1.72 -2.67 -0.66  -0.26
F 1.00 -3.77 -0.21  0.00
C 2.97 -3.17 -1.41  -0.15
C 2.91 -2.91 -2.93  -0.10
N 0.82 -1.73 1.43  0.17
C 0.05 -0.61 1.27  -0.41
O -0.82 -0.19 2.01  0.09
C 0.55 0.07 -0.01  -0.15
C 0.08 1.52 -0.12  -0.11
C -1.31 1.54 -0.74  -0.19
O -1.95 2.75 -0.41  -0.10
C -3.15 2.99 -1.07  -0.10
C -4.37 2.39 -0.39  -0.40
F -4.24 1.06 -0.19  0.13
F -5.42 2.56 -1.24  0.11
C -4.81 3.04 0.95  -0.33
F -5.69 2.17 1.55  0.12
F -5.51 4.16 0.71  0.16
C -3.72 3.29 2.01  -0.38
F -2.97 4.34 1.64  0.16
F -2.95 2.19 2.11  0.16
C -4.35 3.60 3.41  -0.27
F -4.36 2.49 4.17  0.11
F -3.57 4.52 4.02  0.10
C 2.05 -0.24 0.13  -0.28
C 2.71 0.66 1.19  0.02
C 3.34 1.87 0.54  -0.44
O 2.75 2.86 0.19  0.12
O 4.68 1.76 0.40  0.11
C 5.29 2.90 -0.16  -0.44
C 5.78 3.91 0.81  0.04
O 5.40 2.98 -1.34  0.16
N 2.90 -0.12 -1.08  0.17
C 2.40 0.21 -2.13  -0.74
S 1.89 0.88 -3.45  0.82
H 3.06 -3.34 4.63  0.07
H 2.74 -4.14 3.12  0.07
H 1.48 -3.14 3.83  0.06
H 2.66 -1.10 3.15  0.09
H 4.18 -1.93 3.21  0.11
H 4.10 -1.86 0.93  0.12
H 3.25 -3.35 1.19  0.12
H 1.08 -2.18 -1.40  0.13
H 3.89 -2.72 -1.06  0.10
H 3.00 -4.25 -1.27  0.10
H 3.14 -3.80 -3.50  0.03
H 1.93 -2.57 -3.26  0.06
H 3.62 -2.15 -3.24  0.07
H 0.39 -2.60 1.69  0.15
H 0.05 -0.48 -0.81  0.16
H 0.73 2.08 -0.79  0.10
H 0.07 2.03 0.84  0.13
H -1.21 1.42 -1.83  0.13
H -1.86 0.66 -0.39  0.12
H -3.30 4.07 -1.20  0.15
H -3.12 2.56 -2.08  0.15
H -5.35 4.01 3.30  0.15
H 2.00 1.05 1.92  0.15
H 3.51 0.15 1.72  0.12
H 6.22 4.72 0.25  0.07
H 4.99 4.24 1.48  0.07
H 6.56 3.49 1.45  0.11
O -7.82 4.70 2.95  -0.04
H -7.28 4.37 2.23  0.01
H -8.71 4.41 2.73  0.01
O 2.40 -2.72 -5.78  -0.11
H 2.36 -3.31 -6.54  0.03
H 1.97 -1.86 -6.11  -0.02
O -0.20 -4.18 -5.90  -0.06
H -0.50 -3.97 -6.80  0.03
H 0.57 -3.60 -5.78  0.01
O -6.92 -0.05 3.29  -0.05
H -7.58 0.64 3.48  0.02
H -6.27 0.41 2.75  0.02
O -2.37 -2.57 2.89  -0.05
H -1.65 -1.95 2.68  0.00
H -3.16 -2.02 2.91  0.05
O -2.27 -4.31 0.41  -0.07
H -2.80 -3.73 -0.14  0.03
H -2.15 -3.82 1.24  -0.01
O 1.05 -6.37 -4.42  -0.05
H 0.55 -5.73 -4.95  0.01
H 1.13 -5.93 -3.56  0.02
O 2.10 -6.97 -0.93  -0.03
H 1.93 -6.87 -1.87  0.02
H 1.25 -6.83 -0.51  0.06
O 4.64 -5.36 -3.29  -0.05
H 5.46 -5.87 -3.23  0.05
H 4.13 -5.83 -3.96  0.02
O 2.00 -0.63 -6.83  -0.03
H 2.25 -0.76 -7.75  0.08
H 2.04 0.32 -6.69  0.07
O 0.37 -2.41 -8.46  -0.05
H 0.33 -3.00 -9.22  0.05
H -0.15 -1.64 -8.73  0.01
O 7.84 6.36 0.15  -0.06
H 8.30 6.44 -0.69  0.04
H 7.96 7.22 0.57  0.01
O -10.46 3.08 2.48  -0.05
H -11.22 2.52 2.65  0.05
H -10.23 2.92 1.56  0.04
O 4.46 -8.61 -0.01  -0.07
H 4.78 -9.14 -0.74  0.02
H 3.65 -8.20 -0.35  -0.01
O 3.89 3.74 3.58  -0.05
H 3.98 4.69 3.70  0.04
H 3.50 3.43 4.40  0.04
O -2.68 0.69 6.20  -0.05
H -3.01 1.07 5.38  0.00
H -1.83 1.12 6.33  0.02
O -1.53 3.20 7.73  -0.06
H -1.77 3.47 6.84  0.03
H -2.32 3.36 8.26  0.00
O -3.77 3.53 9.78  -0.04
H -3.67 4.49 9.90  0.05
H -3.93 3.20 10.67  0.05
O -8.21 2.02 4.89  -0.05
H -8.12 1.81 5.82  0.05
H -7.84 2.91 4.80  0.03
O 5.16 0.85 -3.72  -0.09
H 6.06 0.67 -3.43  0.04
H 4.93 1.65 -3.24  0.00
O -7.65 -1.46 0.80  -0.07
H -8.09 -0.71 0.38  0.02
H -7.42 -1.14 1.68  -0.01
O 3.70 -8.40 -4.31  -0.06
H 4.03 -8.93 -5.04  0.04
H 2.89 -8.00 -4.65  0.01
O -2.04 -1.07 -9.03  -0.04
H -2.25 -0.95 -9.96  0.05
H -2.88 -1.00 -8.57  0.06
O -4.61 -0.94 -2.30  -0.05
H -5.08 -0.19 -2.68  0.03
H -4.37 -0.65 -1.42  0.01
O 6.64 8.94 1.49  -0.05
H 6.31 9.70 1.00  0.04
H 6.63 9.22 2.41  0.04
O 1.24 5.45 -0.31  -0.06
H 1.32 4.56 0.06  0.00
H 2.15 5.67 -0.55  0.03